Arrangement 1

This record from the Open Molecules 2025 dataset describes the ion C4H9N4S with charge +1. The level of theory is ωB97M-V/def2-TZVPD.

Computed properties:
- HOMO-LUMO gap (eV) = 7.792
- lowest unoccupied orbital energy (Eh) = -0.1527
- SMILES string = CN1N=C[C@@H](C(N)=[NH2+])S1
- charge = +1

Cartesian coordinates (Å):
C (-3.11371, 0.19432, -0.56288)
N (-1.68861, 0.04284, -0.22023)
N (-1.27960, -1.09308, 0.28391)
C (-0.20582, -1.05451, 0.93684)
C (0.63294, 0.20169, 0.95118)
C (1.74160, 0.22396, -0.05590)
N (2.98058, 0.42434, 0.43521)
N (1.53780, -0.13638, -1.24232)
S (-0.72615, 1.44390, 0.24181)
H (-3.54673, -0.64857, -0.22827)
H (-3.48069, 1.03284, -0.00069)
H (-3.23740, 0.43762, -1.61243)
H (-0.12025, -2.00454, 1.49972)
H (0.92203, 0.63963, 1.86857)
H (3.04819, 0.21721, 1.39681)
H (3.77642, 0.10423, -0.11906)
H (0.51611, 0.00945, -1.61593)
H (2.24326, -0.03493, -1.95635)

---

Arrangement 2

This record from the Open Molecules 2025 dataset describes the ion C4H9N4S with charge +1. The level of theory is ωB97M-V/def2-TZVPD.

Computed properties:
- HOMO-LUMO gap (eV) = 8.758
- lowest unoccupied orbital energy (Eh) = -0.1752
- charge = +1

Cartesian coordinates (Å):
C (-0.68660, -0.63706, 1.57991)
C (0.53129, -1.17362, 1.17342)
C (0.30566, 0.21469, -0.85540)
C (-1.57040, -0.13125, 0.66123)
N (0.87183, -0.87914, -0.14201)
N (-1.17840, -0.14727, -0.65267)
N (0.62297, 0.25972, -2.15879)
N (0.40082, 1.49621, -0.34549)
S (-3.25490, 0.27909, 1.03946)
H (-1.03129, -0.84245, 2.67105)
H (1.38485, -1.60867, 1.76412)
H (1.78080, -1.21162, -0.47542)
H (-1.82407, 0.15162, -1.30342)
H (0.54435, 1.18801, -2.50505)
H (0.22501, -0.41368, -2.74644)
H (1.27256, 2.00866, -0.33352)
H (-0.12500, 1.71446, 0.50872)
H (-3.32107, -0.10838, 2.33705)

---

Arrangement 3

This record from the Open Molecules 2025 dataset describes the ion C4H9N4S with charge +1. The level of theory is ωB97M-V/def2-TZVPD.

Computed properties:
- HOMO-LUMO gap (eV) = 8.135
- lowest unoccupied orbital energy (Eh) = -0.1820
- SMILES string = N[C@]1(S)CC=NC(=[NH2+])N1
- charge = +1

Cartesian coordinates (Å):
N (1.45482, 1.51520, -0.10801)
C (0.90019, -0.10309, 0.16646)
S (2.35251, -1.05457, 0.76898)
C (0.45759, -0.55537, -1.20039)
C (-0.83277, 0.12779, -1.62987)
N (-1.68732, 0.15857, -0.68579)
C (-1.45958, -0.05620, 0.57585)
N (-2.52280, -0.18463, 1.32211)
N (-0.20840, -0.07723, 1.08080)
H (1.31168, 1.99961, 0.78580)
H (2.51406, 1.26906, -0.33614)
H (3.05421, -0.53981, -0.23133)
H (0.26910, -1.55858, -1.12189)
H (1.38045, -0.49336, -1.82999)
H (-1.26923, 0.31639, -2.64516)
H (-3.29530, -0.29450, 0.75465)
H (-2.44003, -0.36795, 2.30716)
H (0.02082, -0.10132, 2.02675)

---

Order from most stable to least stable according to the calculation: arrangement 2, arrangement 3, arrangement 1

---

Arrangement 1

This record from the Open Molecules 2025 dataset describes an isolated molecule of C3H8N2. The level of theory is ωB97M-V/def2-TZVPD.

Computed properties:
- HOMO-LUMO gap (eV) = 10.273
- lowest unoccupied orbital energy (Eh) = 0.0348
- SMILES string = [H]/N=C(/N)CC

Cartesian coordinates (Å):
H (-1.52492, -2.01941, -0.10075)
N (-1.82100, -1.08228, -0.23890)
C (-0.98937, -0.19339, 0.07039)
N (-1.46319, 1.14719, 0.06512)
C (0.41347, -0.30528, 0.64195)
C (1.53172, 0.00968, -0.40080)
H (-0.72662, 1.89908, -0.02437)
H (-2.25219, 1.22420, -0.60460)
H (0.40440, 0.44421, 1.49434)
H (0.75091, -1.30322, 0.96514)
H (1.54288, 1.05688, -0.82327)
H (1.69386, -0.81595, -1.19874)
H (2.44005, -0.06173, 0.15449)

---

Arrangement 2

This record from the Open Molecules 2025 dataset describes an isolated molecule of C3H8N2. The level of theory is ωB97M-V/def2-TZVPD.

Computed properties:
- HOMO-LUMO gap (eV) = 7.900
- lowest unoccupied orbital energy (Eh) = 0.0405
- SMILES string = C/C(N)=C/N

Cartesian coordinates (Å):
C (-1.77216, -0.71555, -0.51864)
C (-0.40862, -0.34590, -0.04033)
N (0.25114, -0.94732, 1.06847)
C (0.35749, 0.73126, -0.55339)
N (1.54604, 1.31058, -0.08846)
H (-1.71135, -1.67899, -0.95784)
H (-2.32926, -0.80402, 0.30531)
H (-2.04137, 0.08636, -1.11845)
H (-0.17838, -1.71754, 1.56480)
H (1.28852, -1.10129, 0.85013)
H (-0.01546, 1.25829, -1.49529)
H (1.66653, 2.34189, -0.29453)
H (1.68024, 1.05365, 0.95996)

---

Order from most stable to least stable according to the calculation: arrangement 1, arrangement 2

---

Arrangement 1

This record from the Open Molecules 2025 dataset describes a structure of composition C3H8N2. The level of theory is ωB97M-V/def2-TZVPD.

Computed properties:
- HOMO-LUMO gap (eV) = 9.835
- lowest unoccupied orbital energy (Eh) = 0.0290

Cartesian coordinates (Å):
C (1.45174, 0.53853, 0.03143)
C (-0.08006, 0.87757, 0.24230)
C (-0.76123, -0.46700, 0.18816)
H (1.55789, -0.50438, -0.89261)
H (1.95854, 0.09190, 1.14578)
H (2.07799, 1.45503, -0.40765)
H (-0.54438, 1.50634, -0.59742)
H (-0.22059, 1.35034, 1.25036)
H (-1.22281, 0.04950, -1.93920)
H (-1.36361, -1.77955, -1.24976)
H (-0.60550, -1.07682, 2.12266)
N (-1.36130, -0.72986, -1.00711)
N (-0.88668, -1.31161, 1.11309)

---

Arrangement 2

This record from the Open Molecules 2025 dataset describes an isolated molecule of C3H8N2. The level of theory is ωB97M-V/def2-TZVPD.

Computed properties:
- HOMO-LUMO gap (eV) = 9.653
- lowest unoccupied orbital energy (Eh) = 0.0335
- SMILES string = C/N=C\NC

Cartesian coordinates (Å):
C (-2.01917, -0.40709, -0.00925)
N (-1.49122, 0.96432, -0.03316)
C (-0.21789, 0.96124, -0.05329)
N (0.64106, -0.10883, -0.14514)
C (2.06418, 0.02156, -0.00869)
H (-1.88547, -0.79956, 1.02619)
H (-1.62629, -1.18802, -0.69774)
H (-3.11371, -0.50428, -0.25780)
H (0.26063, 1.92392, -0.00330)
H (0.21626, -1.00831, -0.02576)
H (2.50301, -0.94610, 0.54939)
H (2.26083, 0.91798, 0.71742)
H (2.40777, 0.17316, -1.05888)

---

Order from most stable to least stable according to the calculation: arrangement 2, arrangement 1

---

Arrangement 1

This record from the Open Molecules 2025 dataset describes a cluster of 2 separate species, C3H8N2 in total. The level of theory is ωB97M-V/def2-TZVPD.

Computed properties:
- HOMO-LUMO gap (eV) = 10.436
- lowest unoccupied orbital energy (Eh) = 0.0366
- SMILES string = [H]/N=C/N.C=C

Cartesian coordinates (Å):
H (2.09457, 0.90625, -0.13144)
N (1.37299, 1.58215, -0.34196)
C (0.56110, 1.17085, -1.21441)
N (-0.41423, 1.96724, -1.74502)
H (0.60230, 0.14766, -1.60597)
H (-0.76697, 2.68949, -1.13133)
H (-1.17999, 1.54162, -2.24961)
C (-0.55412, -2.23052, 1.09568)
C (-0.20505, -1.14851, 1.75465)
H (-1.59315, -2.44934, 0.89522)
H (0.18057, -2.91887, 0.70324)
H (-0.92428, -0.41104, 2.08629)
H (0.82625, -0.84699, 1.88465)

---

Arrangement 2

This record from the Open Molecules 2025 dataset describes a cluster of 3 separate species, C3H8N2 in total. The level of theory is ωB97M-V/def2-TZVPD.

Computed properties:
- HOMO-LUMO gap (eV) = 9.388
- lowest unoccupied orbital energy (Eh) = 0.0165

Cartesian coordinates (Å):
C (-1.65373, -0.42089, -0.94702)
C (-0.85278, 0.69656, 0.02547)
C (0.57437, 0.16897, 0.24982)
H (-2.23847, -1.62264, -0.31656)
H (-0.84941, -0.92347, -2.15882)
H (-2.59078, 0.36249, -1.34770)
H (-1.39008, 0.70303, 1.11477)
H (-0.74625, 1.83482, -0.50664)
H (0.12967, -1.83875, -0.31623)
H (1.74402, -1.54320, 0.28798)
H (1.27494, 2.03693, 0.64392)
N (0.76269, -1.27295, 0.23577)
N (1.56005, 1.03337, 0.71133)

---

Arrangement 3

This record from the Open Molecules 2025 dataset describes an isolated molecule of C3H8N2. The level of theory is ωB97M-V/def2-TZVPD.

Computed properties:
- HOMO-LUMO gap (eV) = 10.107
- lowest unoccupied orbital energy (Eh) = 0.0359
- SMILES string = [H]/N=C(\N)CC

Cartesian coordinates (Å):
H (0.11810, -2.51663, 0.20313)
N (-0.41557, -1.64737, 0.15893)
C (0.33283, -0.69462, -0.27338)
N (1.70327, -0.82840, -0.37068)
C (-0.14246, 0.73543, -0.33546)
C (-1.39472, 1.03002, 0.46410)
H (2.30822, -0.03919, -0.56607)
H (2.12586, -1.63829, 0.06456)
H (-0.26154, 1.01621, -1.38714)
H (0.79018, 1.26364, 0.04318)
H (-2.26786, 0.53810, 0.02170)
H (-1.59305, 2.10601, 0.48168)
H (-1.30326, 0.67509, 1.49547)

---

Order from most stable to least stable according to the calculation: arrangement 3, arrangement 1, arrangement 2

---

Arrangement 1

This record from the Open Molecules 2025 dataset describes an isolated molecule of C6H10Cl2. The level of theory is ωB97M-V/def2-TZVPD.

Computed properties:
- HOMO-LUMO gap (eV) = 10.662
- lowest unoccupied orbital energy (Eh) = 0.0309
- SMILES string = CC1(C)C[C@@]1(Cl)CCl

Cartesian coordinates (Å):
C (0.21500, 0.12278, 1.29191)
C (0.12916, 0.46747, -0.20361)
C (0.44588, -0.80692, -1.00882)
C (0.28081, 1.88302, -0.69645)
C (-1.11138, 1.35256, -0.55236)
Cl (-2.26747, 2.13449, 0.60665)
C (-1.95650, 1.28293, -1.90809)
Cl (-1.42303, 0.03308, -3.12441)
H (-0.58385, -0.55199, 1.50291)
H (0.19824, 1.14384, 1.92586)
H (1.19206, -0.35335, 1.46494)
H (1.27176, -1.22967, -0.52152)
H (0.68883, -0.61137, -1.99071)
H (-0.51622, -1.37554, -1.02090)
H (0.52380, 2.81077, 0.02097)
H (0.65186, 2.04209, -1.73952)
H (-1.80164, 2.27537, -2.36421)
H (-3.05163, 1.09336, -1.71010)

---

Arrangement 2

This record from the Open Molecules 2025 dataset describes a cluster of 3 separate species, C6H10Cl2 in total. The level of theory is ωB97M-V/def2-TZVPD.

Computed properties:
- HOMO-LUMO gap (eV) = 10.065
- lowest unoccupied orbital energy (Eh) = 0.0213
- SMILES string = C=C(C)Cl.C#CC.Cl

Cartesian coordinates (Å):
C (-1.34669, -2.51827, -0.65452)
C (-1.75753, -1.56666, 0.18201)
C (-1.35917, -1.27224, 1.55306)
Cl (-3.09222, -0.51886, -0.46243)
H (-1.75534, -2.46769, -1.67922)
H (-0.67472, -3.33801, -0.35754)
H (-0.52984, -1.85776, 1.76807)
H (-2.06270, -1.30437, 2.29923)
H (-0.81358, -0.36071, 1.48392)
C (-0.62055, 1.81926, -0.43595)
C (0.50861, 2.23471, -0.54599)
C (1.90087, 2.72990, -0.35844)
H (-1.71823, 1.61740, -0.64966)
H (1.87619, 3.87590, -0.36334)
H (2.40943, 2.22708, 0.35330)
H (2.52313, 2.58310, -1.24882)
Cl (2.78315, -0.67987, -0.09229)
H (3.72919, -1.20289, -0.79137)

---

Order from most stable to least stable according to the calculation: arrangement 1, arrangement 2

---

Arrangement 1

This record from the Open Molecules 2025 dataset describes the ion C4H12NS with charge +1. The level of theory is ωB97M-V/def2-TZVPD.

Computed properties:
- HOMO-LUMO gap (eV) = 10.392
- lowest unoccupied orbital energy (Eh) = -0.1224
- SMILES string = C[C@H]([NH3+])CCS
- charge = +1

Cartesian coordinates (Å):
C (2.01525, 0.92587, 0.12862)
C (0.85581, -0.00073, 0.03138)
N (0.16507, 0.21223, -1.34853)
C (-0.29227, 0.09351, 1.04181)
C (-1.61995, -0.61137, 0.77284)
S (-1.50003, -2.05653, -0.31258)
H (1.69063, 1.99184, -0.13531)
H (2.86456, 0.67091, -0.51051)
H (2.24381, 0.92660, 1.21950)
H (1.18355, -1.00898, 0.09540)
H (-0.38395, 1.03502, -1.36156)
H (-0.42139, -0.66001, -1.46923)
H (0.90594, 0.20141, -2.05684)
H (-0.00659, -0.36318, 1.98666)
H (-0.67976, 1.14894, 1.02856)
H (-2.35010, 0.15645, 0.14930)
H (-2.09964, -0.86796, 1.74731)
H (-2.57095, -1.79401, -1.00682)

---

Arrangement 2

This record from the Open Molecules 2025 dataset describes a cluster of 2 separate species, C4H12NS in total. The level of theory is ωB97M-V/def2-TZVPD.

Computed properties:
- HOMO-LUMO gap (eV) = 8.254
- lowest unoccupied orbital energy (Eh) = -0.1680
- charge = +1

Cartesian coordinates (Å):
C (0.84831, 0.45535, 2.28126)
C (0.30904, 2.34499, 0.85249)
N (0.40875, 1.10047, 1.04240)
H (1.75692, -0.10784, 2.06936)
H (0.07381, -0.23549, 2.60739)
H (1.03758, 1.20557, 3.04128)
H (0.51447, 3.03461, 1.66015)
H (-0.00829, 2.68281, -0.12432)
H (0.21416, 0.49569, 0.20868)
C (0.61609, -1.22169, -2.19545)
S (-0.66571, -0.04619, -1.72350)
C (-1.77399, -1.17453, -0.83753)
H (0.21008, -1.96476, -2.87306)
H (1.03894, -1.72456, -1.32960)
H (1.41223, -0.68108, -2.70016)
H (-2.62516, -0.58831, -0.49026)
H (-2.09597, -1.95895, -1.51633)
H (-1.27124, -1.61609, 0.02718)

---

Order from most stable to least stable according to the calculation: arrangement 2, arrangement 1

---

Arrangement 1

This record from the Open Molecules 2025 dataset describes a cluster of 3 separate species, C4H12NS in total. The level of theory is ωB97M-V/def2-TZVPD.

Computed properties:
- HOMO-LUMO gap (eV) = 4.548
- lowest unoccupied orbital energy (Eh) = -0.3011
- charge = +1

Cartesian coordinates (Å):
C (0.65443, 1.47724, -2.05223)
C (1.37287, 1.94342, -0.83191)
C (2.31561, 2.89416, -0.88880)
C (-0.44054, -0.39113, 1.15775)
S (-0.93319, -1.35046, -0.18295)
N (-2.08809, -3.56232, 2.02309)
H (-0.43706, 1.48564, -2.09105)
H (0.98291, 0.49030, -2.41428)
H (0.95241, 2.03100, -2.94365)
H (1.11473, 1.34250, 0.05007)
H (2.73724, 3.34788, -0.00643)
H (2.60993, 3.04584, -1.91789)
H (0.60612, -0.63634, 1.31284)
H (-1.17352, -0.53164, 1.96269)
H (-2.09432, -1.74561, 0.32704)
H (-1.15095, -3.23117, 1.85593)
H (-2.21931, -3.62453, 3.02402)
H (-2.80925, -2.98478, 1.61576)

---

Arrangement 2

This record from the Open Molecules 2025 dataset describes a cluster of 2 separate species, C4H12NS in total. The level of theory is ωB97M-V/def2-TZVPD.

Computed properties:
- HOMO-LUMO gap (eV) = 6.557
- lowest unoccupied orbital energy (Eh) = -0.1918
- charge = +1

Cartesian coordinates (Å):
C (0.14850, 1.08473, 0.77728)
C (0.33419, 2.40794, 1.52406)
S (1.76417, 3.34080, 0.85016)
H (1.08971, 0.52458, 0.73745)
H (-0.19642, 1.26594, -0.24604)
H (-0.60802, 0.50150, 1.30979)
H (-0.54117, 3.01496, 1.31980)
H (0.51463, 2.19049, 2.56914)
H (1.49633, 4.40765, 1.62002)
C (0.21006, -2.91469, -0.82112)
C (-1.31729, -1.30755, -1.77933)
N (-0.42026, -1.59693, -0.93181)
H (0.17870, -3.20350, 0.23095)
H (1.23860, -2.86790, -1.15877)
H (-0.38325, -3.64484, -1.36300)
H (-1.71444, -2.05493, -2.45533)
H (-1.73012, -0.30678, -1.84532)
H (-0.06391, -0.84147, -0.33794)

---

Order from most stable to least stable according to the calculation: arrangement 2, arrangement 1